Entry 1:
Computed, not measured: a single C4H9NO2 molecule, with wB97M-V/def2-TZVPD.

Cartesian coordinates (Å):
1 C -1.41 0.92 0.54
2 C -1.96 -0.29 -0.21
3 N -0.75 -0.81 -0.89
4 C 0.34 -0.38 -0.20
5 O 0.61 -0.72 1.06
6 O 1.37 -0.07 -0.95
7 C 2.62 0.18 -0.28
8 H -2.01 1.20 1.42
9 H -0.12 -0.15 1.47
10 H -1.36 1.79 -0.13
11 H -2.35 -1.06 0.47
12 H -2.73 -0.13 -0.98
13 H -0.68 -0.61 -1.88
14 H 3.30 0.51 -1.07
15 H 2.49 0.95 0.48
16 H 2.99 -0.74 0.18

Its energy above the lowest of the compared OMol25 structures with the same formula, charge and spin is 4.4607 eV. As for the HOMO energy: -0.25942 Eh. Its HOMO-LUMO gap is 7.9 eV. The calculation puts the max |F| at 0.0076 hartree/bohr. Its total charge is 0.

Atomic partial charges in e from the natural (NBO) method, atoms 1 to 5: number 1, C, carries -0.894; number 2, C, carries -0.244; number 3, N, carries -0.617; number 4, C, carries 0.959; number 5, O, carries -0.746

Entry 2:
Computed, not measured: a molecular structure, C4H12NO2, with wB97M-V/def2-TZVPD.

Cartesian coordinates (Å):
1 C 1.19 1.35 -1.44
2 C 0.13 1.10 -0.35
3 C 0.58 0.11 0.85
4 C -0.41 -0.26 2.00
5 O -0.53 -1.59 1.71
6 N -1.07 0.52 -0.96
7 H 2.15 1.30 -1.04
8 H 1.01 2.12 -2.07
9 H 1.03 0.67 -2.32
10 H -0.23 2.06 0.22
11 H 1.48 0.43 1.40
12 H 1.15 -0.82 0.53
13 H -1.35 0.24 2.07
14 H 0.16 -0.44 2.92
15 H -1.03 -0.47 -0.57
16 H -1.08 0.71 -2.02
17 H -1.74 -2.15 -0.69
18 H -0.50 -2.12 0.36
19 O -0.93 -2.75 -0.59

Its energy above the lowest of the compared OMol25 structures with the same formula, charge and spin is 3.2452 eV. As for the HOMO energy: -0.11854 Eh. Its HOMO-LUMO gap is 7.0 eV. The calculation puts the max |F| at 0.0875 hartree/bohr. Its total charge is -1.

Atomic partial charges in e from the natural (NBO) method, atoms 1 to 5: number 1, C, carries -0.635; number 2, C, carries -0.039; number 3, C, carries -0.460; number 4, C, carries -0.083; number 5, O, carries -0.935

Entry 3:
Computed, not measured: 2 unconnected molecules or ions with the total composition C3H6N2O, with wB97M-V/def2-TZVPD.

Cartesian coordinates (Å):
1 C -0.62 0.64 -0.33
2 C -1.97 0.83 -0.25
3 N -2.58 -0.29 0.24
4 C -1.62 -1.15 0.48
5 N -0.40 -0.61 0.17
6 H 0.10 1.22 -0.86
7 H -2.46 1.78 -0.29
8 H -1.63 -1.96 1.19
9 H 0.43 -1.17 0.28
10 H 3.69 0.90 -0.61
11 H 3.86 -0.43 0.11
12 O 3.19 0.23 -0.13

Its energy above the lowest of the compared OMol25 structures with the same formula, charge and spin is 1.2008 eV. As for the HOMO energy: -0.31642 Eh. Its HOMO-LUMO gap is 9.1 eV. The calculation puts the max |F| at 0.0294 hartree/bohr. Its total charge is 0.

Atomic partial charges in e from the natural (NBO) method, atoms 1 to 5: number 1, C, carries -0.100; number 2, C, carries -0.108; number 3, N, carries -0.453; number 4, C, carries 0.140; number 5, N, carries -0.517

Entry 4:
Computed, not measured: a molecular structure, C33H36N6OPPbS2Se3Te, with wB97M-V/def2-TZVPD.

Cartesian coordinates (Å):
1 Pb 0.66 0.17 0.08
2 C -1.87 2.65 4.62
3 S -0.09 2.97 4.43
4 C 0.34 2.00 3.01
5 S -0.71 0.79 2.40
6 N 1.53 2.32 2.61
7 N 2.02 1.72 1.50
8 C 3.27 1.83 1.29
9 C 3.89 1.28 0.11
10 C 5.27 1.23 -0.02
11 C 5.83 0.64 -1.15
12 C 4.98 0.14 -2.12
13 C 3.61 0.24 -1.92
14 N 3.07 0.78 -0.84
15 H -2.13 3.05 5.60
16 H -2.42 3.18 3.84
17 H -2.06 1.59 4.58
18 H 3.90 2.32 2.04
19 H 5.89 1.62 0.77
20 H 6.90 0.55 -1.25
21 H 5.36 -0.34 -3.01
22 H 2.91 -0.15 -2.66
23 Se 2.09 -1.76 1.44
24 Se 3.67 -2.49 -0.08
25 Te 2.56 -3.56 -2.06
26 Se 1.38 -1.78 -3.30
27 O -3.34 1.94 0.31
28 N -3.63 0.61 0.15
29 C -4.16 0.02 1.13
30 C -4.54 -1.40 1.03
31 C -5.83 -1.75 1.42
32 C -6.29 -3.05 1.28
33 C -5.44 -4.03 0.79
34 C -4.14 -3.71 0.44
35 C -3.67 -2.40 0.53
36 P -1.90 -2.09 0.01
37 C -2.15 -2.70 -1.70
38 C -2.57 -1.69 -2.57
39 C -2.88 -1.98 -3.89
40 C -2.77 -3.29 -4.35
41 C -2.36 -4.29 -3.49
42 C -2.05 -4.00 -2.17
43 C -1.19 -3.42 1.05
44 C -0.27 -4.37 0.61
45 C 0.35 -5.22 1.52
46 C 0.06 -5.12 2.87
47 C -0.85 -4.17 3.32
48 C -1.46 -3.33 2.41
49 H -3.30 2.15 1.25
50 H -4.43 0.55 2.05
51 H -6.49 -0.98 1.80
52 H -7.31 -3.29 1.54
53 H -5.79 -5.05 0.69
54 H -3.47 -4.48 0.09
55 H -2.66 -0.68 -2.19
56 H -3.20 -1.19 -4.55
57 H -3.01 -3.52 -5.38
58 H -2.27 -5.31 -3.84
59 H -1.72 -4.80 -1.52
60 H 0.00 -4.43 -0.43
61 H 1.08 -5.94 1.18
62 H 0.55 -5.78 3.58
63 H -1.06 -4.08 4.38
64 H -2.16 -2.58 2.76
65 C -1.28 2.18 -2.55
66 C -1.61 3.44 -3.39
67 N -0.45 4.33 -3.44
68 C 0.70 3.59 -3.96
69 C 1.04 2.41 -3.01
70 N 0.05 2.34 -1.94
71 C 0.08 3.57 -1.15
72 C -0.15 4.79 -2.08
73 H -1.24 1.28 -3.17
74 H -2.01 2.03 -1.76
75 H -2.44 4.00 -2.96
76 H -1.87 3.18 -4.42
77 H 1.53 4.28 -4.06
78 H 0.43 3.23 -4.95
79 H 2.02 2.55 -2.55
80 H 1.04 1.45 -3.53
81 H 1.05 3.63 -0.64
82 H -0.70 3.50 -0.39
83 H 0.73 5.43 -2.13
84 H -0.99 5.40 -1.74

As for the HOMO energy: -0.12484 Eh. Its HOMO-LUMO gap is 5.3 eV. The calculation puts the max |F| at 0.0203 hartree/bohr. Its total charge is -1.

Atomic partial charges in e from the natural (NBO) method, atoms 1 to 5: number 1, Pb, carries 1.163; number 2, C, carries -0.751; number 3, S, carries 0.267; number 4, C, carries -0.057; number 5, S, carries -0.399

Entry 5:
Computed, not measured: a molecular structure, C32H57CoN2O2P2, with wB97M-V/def2-TZVPD.

Cartesian coordinates (Å):
1 C -1.10 2.69 -0.24
2 C -2.39 1.31 1.20
3 C -2.04 3.71 -0.15
4 C -3.26 2.41 1.45
5 C -3.11 3.58 0.74
6 H -1.88 4.60 -0.75
7 H -4.07 2.24 2.16
8 H -3.81 4.40 0.87
9 N -1.28 1.52 0.40
10 P 1.52 1.77 -0.34
11 P -1.77 -1.38 1.01
12 C 0.17 2.83 -1.07
13 H -0.03 2.50 -2.11
14 H 0.46 3.88 -1.15
15 C 1.01 -1.31 0.49
16 O 1.61 -2.31 0.49
17 C -2.63 0.01 1.69
18 H -3.40 -0.12 2.44
19 C -2.90 -2.13 -0.33
20 C -1.73 -2.56 2.51
21 C 2.84 1.54 -1.70
22 C 2.19 2.95 1.01
23 C -2.05 -3.08 -1.18
24 H -1.55 -3.85 -0.58
25 H -2.70 -3.59 -1.91
26 H -1.28 -2.53 -1.74
27 C -4.10 -2.89 0.26
28 H -3.82 -3.79 0.81
29 H -4.72 -2.24 0.89
30 H -4.73 -3.21 -0.58
31 C -3.44 -1.00 -1.21
32 H -4.14 -1.42 -1.95
33 H -3.97 -0.24 -0.63
34 H -2.63 -0.51 -1.77
35 C -1.29 -3.97 2.05
36 H -0.36 -3.92 1.48
37 H -1.11 -4.56 2.96
38 H -2.06 -4.49 1.46
39 C -0.65 -2.01 3.44
40 H 0.32 -2.02 2.94
41 H -0.87 -0.99 3.76
42 H -0.57 -2.64 4.33
43 C -3.04 -2.64 3.32
44 H -3.89 -3.01 2.75
45 H -2.86 -3.34 4.15
46 H -3.30 -1.67 3.76
47 C 3.44 2.36 1.68
48 H 3.80 3.09 2.42
49 H 3.19 1.43 2.19
50 H 4.26 2.15 0.99
51 C 1.12 3.07 2.10
52 H 0.19 3.53 1.73
53 H 0.90 2.08 2.52
54 H 1.51 3.70 2.91
55 C 2.53 4.36 0.48
56 H 2.55 5.05 1.34
57 H 3.52 4.41 0.01
58 H 1.79 4.77 -0.23
59 C 2.19 1.73 -3.08
60 H 1.85 2.76 -3.24
61 H 2.95 1.50 -3.85
62 H 1.35 1.05 -3.23
63 C 3.34 0.09 -1.56
64 H 2.54 -0.64 -1.77
65 H 4.15 -0.07 -2.28
66 H 3.73 -0.10 -0.55
67 C 4.03 2.50 -1.64
68 H 3.73 3.54 -1.79
69 H 4.61 2.41 -0.72
70 H 4.71 2.23 -2.46
71 Co -0.03 0.06 0.06
72 N -0.19 -0.26 -1.85
73 C -0.39 -0.55 -2.96
74 C -0.66 -0.97 -4.38
75 C -2.17 -1.00 -4.60
76 C -0.03 0.02 -5.36
77 C -0.06 -2.36 -4.61
78 H -2.65 -1.73 -3.94
79 H -2.61 -0.01 -4.39
80 H -2.41 -1.26 -5.64
81 H 1.06 0.01 -5.29
82 H -0.30 -0.24 -6.39
83 H -0.37 1.05 -5.17
84 H -0.23 -2.69 -5.64
85 H 1.02 -2.34 -4.43
86 H -0.50 -3.09 -3.93
87 C 3.38 -1.99 3.67
88 C 2.46 -0.82 3.57
89 C 2.13 -0.12 4.85
90 O 1.98 -0.46 2.47
91 H 3.81 -2.08 4.68
92 H 4.19 -1.89 2.94
93 H 2.84 -2.92 3.43
94 H 1.33 0.60 4.69
95 H 1.83 -0.85 5.61
96 H 3.03 0.40 5.22

Its energy above the lowest of the compared OMol25 structures with the same formula, charge and spin is 0.0000 eV. As for the HOMO energy (alpha / beta): -0.31582 / -0.38798 Eh. Its spin multiplicity is 4. Its HOMO-LUMO gap (alpha / beta) is 6.8 / 6.4 eV. The calculation puts the max |F| at 0.0965 hartree/bohr. Its total charge is +1.

Atomic partial charges in e from the Löwdin method, atoms 1 to 5: number 1, C, carries -0.311; number 2, C, carries -0.303; number 3, C, carries -0.007; number 4, C, carries -0.001; number 5, C, carries -0.035

Entry 6:
Computed, not measured: a molecular structure, BH28O12, with wB97M-V/def2-TZVPD.

Cartesian coordinates (Å):
1 B 0.18 -0.07 0.31
2 H 1.32 0.15 0.55
3 H -0.37 -0.84 1.09
4 H -0.41 1.06 0.31
5 H 0.16 -0.51 -0.58
6 O 0.56 1.15 -2.99
7 H 0.31 0.70 -2.27
8 H 0.57 2.16 -2.66
9 O 3.45 0.86 -1.55
10 H 3.57 0.75 -0.62
11 H 2.67 1.57 -1.60
12 O 2.56 -1.72 -2.26
13 H 2.43 -1.88 -3.15
14 H 2.64 -0.81 -1.72
15 O 0.42 2.74 -1.51
16 H 0.09 2.11 -0.96
17 H -0.07 3.42 -1.28
18 O -0.79 -3.32 2.95
19 H -1.44 -3.41 2.13
20 H 0.09 -3.28 2.74
21 O -1.18 -1.07 -3.80
22 H -1.60 -0.37 -4.34
23 H -0.37 -0.56 -3.52
24 O -0.51 1.08 3.64
25 H 0.13 1.10 3.01
26 H -0.19 2.05 3.91
27 O -3.04 0.26 2.42
28 H -2.10 0.33 2.83
29 H -2.91 0.29 1.52
30 O 3.12 -0.59 3.03
31 H 2.52 -0.84 2.25
32 H 3.62 0.23 2.95
33 O 0.07 -3.55 -0.56
34 H 0.10 -2.51 -0.44
35 H 0.89 -3.71 -0.04
36 O -3.34 -0.64 -0.71
37 H -3.71 -1.51 -0.81
38 H -2.37 -0.61 -0.96
39 O -2.43 3.07 0.68
40 H -2.48 2.80 1.70
41 H -2.18 3.94 0.31

Its energy above the lowest of the compared OMol25 structures with the same formula, charge and spin is 6.0958 eV. As for the HOMO energy: -0.24930 Eh. Its HOMO-LUMO gap is 9.0 eV. The calculation puts the max |F| at 0.1642 hartree/bohr. Its total charge is -1.

Atomic partial charges in e from the natural (NBO) method, atoms 1 to 5: number 1, B, carries -0.756; number 2, H, carries -0.070; number 3, H, carries -0.013; number 4, H, carries -0.081; number 5, H, carries -0.063

Entry 7:
Computed, not measured: 3 unconnected molecules or ions with the total composition C2H10N2O2, with wB97M-V/def2-TZVPD.

Cartesian coordinates (Å):
1 C -0.75 2.47 -0.51
2 C -0.63 1.60 0.58
3 N 0.31 0.57 0.67
4 N -0.68 2.02 -1.80
5 H -1.18 3.46 -0.39
6 H -1.27 1.63 1.45
7 H 1.22 0.74 0.22
8 H -0.01 -0.28 0.20
9 H -0.27 2.78 -2.34
10 H -0.22 1.11 -1.84
11 H 1.17 -2.19 0.29
12 H 2.01 -2.74 1.43
13 O 2.01 -2.04 0.77
14 H -1.19 -2.60 0.80
15 H -1.04 -3.42 -0.51
16 O -0.56 -3.06 0.22

Its energy above the lowest of the compared OMol25 structures with the same formula, charge and spin is 0.2865 eV. As for the HOMO energy (alpha / beta): -0.51546 / -0.51532 Eh. Its spin multiplicity is 2. Its HOMO-LUMO gap (alpha / beta) is 9.3 / 6.7 eV. The calculation puts the max |F| at 0.0686 hartree/bohr. Its total charge is +1.

Atomic partial charges in e from the natural (NBO) method, atoms 1 to 5: number 1, C, carries 0.116; number 2, C, carries 0.124; number 3, N, carries -0.765; number 4, N, carries -0.628; number 5, H, carries 0.244

Entry 8:
Computed, not measured: 5 unconnected molecules or ions with the total composition C36H61BBr2F3N4O14S5, with wB97M-V/def2-TZVPD.

Cartesian coordinates (Å):
1 C -4.49 3.57 -0.32
2 C -3.46 4.36 0.50
3 Br -3.90 6.28 0.45
4 C -3.23 3.87 2.00
5 Br -4.21 2.23 2.34
6 C -1.72 3.69 2.18
7 C -1.19 2.56 2.71
8 C 0.25 2.46 2.80
9 C 0.79 1.26 3.31
10 C 2.16 1.15 3.38
11 C 2.84 -0.13 3.88
12 C 3.77 -0.69 2.76
13 C 4.54 -1.89 3.26
14 F 4.07 -3.14 2.96
15 C 5.66 -1.84 4.01
16 F 5.73 -2.49 5.18
17 F 6.78 -1.21 3.68
18 C 2.97 2.26 2.99
19 C 2.49 3.45 2.50
20 B 3.66 4.49 2.19
21 O 4.14 4.79 0.93
22 N 4.31 5.10 3.35
23 C 3.52 6.20 3.92
24 C 5.69 5.51 3.07
25 C 1.05 3.57 2.37
26 C 0.43 4.73 1.85
27 C 1.04 5.99 1.29
28 C 1.53 5.70 -0.19
29 C 2.43 6.83 -0.75
30 C 3.29 6.24 -1.92
31 S 2.62 6.74 -3.55
32 C 1.91 5.33 -4.29
33 N 2.34 4.77 -5.37
34 N 1.58 3.71 -5.72
35 C 0.64 3.65 -4.82
36 O 0.79 4.62 -3.90
37 N -0.91 4.72 1.79
38 H -5.50 3.60 0.09
39 H -4.16 2.55 -0.57
40 H -4.56 4.08 -1.30
41 H -2.50 4.26 -0.03
42 H -3.63 4.65 2.66
43 H -1.77 1.71 3.07
44 H 0.17 0.42 3.62
45 H 2.09 -0.90 4.09
46 H 3.49 0.11 4.74
47 H 4.50 0.05 2.40
48 H 3.19 -1.04 1.88
49 H 4.05 2.11 3.09
50 H 4.24 5.74 0.79
51 H 2.46 5.94 4.08
52 H 3.60 7.15 3.35
53 H 3.94 6.43 4.92
54 H 5.78 6.55 2.68
55 H 6.26 5.50 4.01
56 H 6.22 4.85 2.38
57 H 1.81 6.46 1.92
58 H 0.25 6.75 1.16
59 H 0.62 5.66 -0.80
60 H 1.99 4.71 -0.20
61 H 1.80 7.67 -1.07
62 H 3.10 7.24 0.04
63 H 3.20 5.14 -1.88
64 H 4.36 6.45 -1.81
65 H -0.19 2.95 -4.76
66 H -1.40 5.54 1.43
67 O -2.60 -0.49 3.84
68 S -3.61 -1.52 3.80
69 O -4.27 -1.96 4.99
70 O -3.02 -2.79 3.03
71 C -1.78 -3.35 3.49
72 C -1.96 -4.18 4.75
73 C -4.83 -1.09 2.60
74 H -1.04 -2.56 3.65
75 H -1.41 -3.98 2.69
76 H -2.24 -3.56 5.60
77 H -1.03 -4.70 5.00
78 H -2.75 -4.92 4.61
79 H -4.33 -0.80 1.67
80 H -5.41 -0.26 2.99
81 H -5.48 -1.95 2.43
82 O -4.70 -1.49 -0.99
83 S -5.24 -1.17 -2.28
84 O -5.74 0.14 -2.56
85 O -6.37 -2.24 -2.65
86 C -7.44 -2.46 -1.71
87 C -8.47 -1.35 -1.75
88 C -4.09 -1.62 -3.53
89 H -7.03 -2.59 -0.70
90 H -7.90 -3.40 -1.99
91 H -8.05 -0.41 -1.39
92 H -9.33 -1.60 -1.13
93 H -8.81 -1.18 -2.77
94 H -3.75 -2.64 -3.34
95 H -3.26 -0.93 -3.48
96 H -4.58 -1.55 -4.50
97 O -3.99 -3.98 -6.70
98 S -3.39 -4.95 -5.83
99 O -2.56 -4.56 -4.73
100 O -2.60 -6.02 -6.72
101 C -1.62 -5.54 -7.65
102 C -0.33 -5.15 -6.97
103 C -4.64 -6.04 -5.24
104 H -2.03 -4.72 -8.24
105 H -1.43 -6.37 -8.34
106 H -0.47 -4.27 -6.34
107 H 0.44 -4.91 -7.71
108 H 0.03 -5.95 -6.33
109 H -5.24 -6.38 -6.07
110 H -5.25 -5.48 -4.53
111 H -4.16 -6.88 -4.74
112 O 5.48 -5.01 -1.75
113 S 4.92 -6.30 -1.49
114 O 3.51 -6.52 -1.53
115 O 5.49 -6.84 -0.10
116 C 5.35 -6.01 1.06
117 C 3.94 -6.04 1.61
118 C 5.71 -7.50 -2.53
119 H 5.66 -4.98 0.83
120 H 6.04 -6.39 1.80
121 H 3.24 -5.57 0.92
122 H 3.89 -5.50 2.56
123 H 3.61 -7.06 1.77
124 H 6.79 -7.36 -2.46
125 H 5.37 -7.32 -3.54
126 H 5.42 -8.49 -2.20

As for the HOMO energy: -0.39506 Eh. Its HOMO-LUMO gap is 7.0 eV. The calculation puts the max |F| at 0.0405 hartree/bohr. Its total charge is +1.

Atomic partial charges in e from the Löwdin method, atoms 1 to 5: number 1, C, carries -0.209; number 2, C, carries -0.748; number 3, Br, carries 0.723; number 4, C, carries -0.603; number 5, Br, carries 0.916